{
  "formula": "C4H11N6",
  "method": "ωB97M-V/def2-TZVPD",
  "de_lowest_ev": 4.962,
  "gap_ev": [7.380, 6.360],
  "total_charge": 1,
  "species": ["C", "C", "C", "C", "N", "N", "N", "N", "N", "N", "H", "H", "H", "H", "H", "H", "H", "H", "H", "H", "H"],
  "xyz": [[-0.61468, -0.09560, -0.26192], [1.26765, 0.65447, 0.68745], [-2.53200, -0.60340, -1.65398], [-0.66517, 0.10399, 2.22073], [3.49668, 0.57585, 1.15969], [-1.83102, -0.37842, -0.45036], [2.32049, 0.12354, 1.29998], [-0.01627, 0.17663, 0.93247], [0.42696, -0.24059, -1.16275], [0.34139, 0.05893, -2.40331], [1.44612, 1.56434, 0.12949], [-1.87204, -0.86250, -2.49863], [-3.09503, 0.29518, -1.92359], [-3.23994, -1.41684, -1.49167], [-0.01673, -0.36104, 2.96193], [-0.94821, 1.10013, 2.57046], [-1.56364, -0.50016, 2.10958], [4.20689, 0.06531, 1.67700], [0.97433, -0.41447, -3.03997], [2.10842, -0.69840, 1.89270], [-0.19420, 0.85304, -2.75529]],
  "forces_ev_per_a": [[-1.6252, -0.4286, -1.5384], [-0.9362, 0.1275, -0.4320], [0.0451, -0.3641, -0.8258], [-0.3207, 0.1019, 0.4243], [1.3803, 1.2907, -0.6216], [0.4431, 0.8736, 1.6661], [-1.1483, -1.4517, 1.1158], [1.4053, 0.3385, 0.5680], [1.3576, -0.6559, 0.2220], [-0.3061, 0.5312, -0.6257], [0.1141, -0.0346, -0.0335], [-0.2467, -0.0230, 0.0415], [-0.0304, -0.1002, 0.0034], [-0.0138, 0.1055, -0.1450], [0.0052, -0.0308, 0.0081], [0.0079, -0.1049, -0.0126], [0.0686, 0.0200, -0.0246], [-0.3394, -0.3807, 0.2203], [0.0066, 0.2121, 0.1875], [0.2127, 0.2796, -0.2949], [-0.0796, -0.3061, 0.0970]],
  "mulliken_charge": [0.362, -0.072, -0.815, -0.832, -0.799, -0.362, 0.438, 0.087, -0.043, -0.364, 0.477, 0.341, 0.296, 0.277, 0.310, 0.308, 0.325, 0.278, 0.249, 0.290, 0.247]
}


{
  "formula": "C4H11NO",
  "method": "ωB97M-V/def2-TZVPD",
  "de_lowest_ev": 1.480,
  "gap_ev": [2.763, 9.719],
  "total_charge": -1,
  "multiplicity": 2,
  "species": ["C", "N", "C", "C", "C", "H", "H", "H", "H", "H", "H", "H", "H", "H", "H", "H", "O"],
  "xyz": [[-0.35130, -1.81979, 1.10010], [-0.08136, -0.44160, 0.60143], [-1.22486, -0.00730, -0.24787], [-0.59194, 0.81852, -2.45152], [-0.94792, 1.07790, -1.16898], [-1.37308, -2.08572, 1.38755], [-0.10541, -2.46079, 0.25441], [0.34622, -2.04531, 1.90580], [-0.15537, 0.16215, 1.42431], [-2.15609, 0.12182, 0.36263], [-1.60397, -0.88941, -0.80253], [-0.17475, 1.43418, -3.24566], [-0.56899, -0.19219, -2.85659], [-1.05697, 2.07799, -0.76652], [2.90028, 0.85369, 1.16731], [3.73486, 2.10285, 1.47490], [3.41066, 1.29302, 1.86123]],
  "forces_ev_per_a": [[0.8171, 0.3173, -0.8759], [-1.3423, -0.2325, 0.7414], [-1.5526, -2.1837, 0.6859], [0.0986, -0.2444, 0.0459], [0.6114, 0.6132, -1.8086], [-0.1411, 0.4318, 0.1991], [0.0150, -0.3652, 0.0113], [-0.1027, 0.0008, 0.0981], [0.4408, 0.0939, -0.0933], [0.6198, 0.6755, 0.1406], [0.7992, 0.1590, -0.2305], [-0.4592, 0.9068, 0.5911], [-0.0665, -0.2827, 0.7044], [0.3450, 0.1148, -0.2418], [-0.1501, 0.1266, -0.0312], [0.0230, 0.4369, -0.3403], [0.0447, -0.5680, 0.4037]],
  "mulliken_charge": [-1.864, 0.389, -1.922, -0.876, -0.432, 0.354, 0.344, 0.606, 0.357, 0.691, 0.141, 0.483, 0.205, 0.802, 0.423, 0.574, -1.277]
}